Here is 7 unconnected molecules or ions with the total composition C34H65Br12INO6PS in a non-equilibrium geometry from the Open Molecules 2025 dataset. Energies are from wB97M-V/def2-TZVPD.

The value obtained for the LUMO energy is -0.1 eV. For the orbital gap, the calculation gives 8.15 eV. For the max |F|, the calculation gives 10.0 eV/Å. As for the SMILES: C#C[C@](CCCN)(OCC)O[C@H]([C@@H](C)CC)[C@@](CC(=O)O)(OC(C)(C)CSCC)P(O)I.BrCCBr.BrCCBr.BrCCBr.BrCCBr.BrCCBr.BrCCBr.

CARTESIAN COORDINATES (ANGSTROEM)
I1 -0.60 2.84 2.49
Br1 -2.29 10.60 -3.34
Br2 9.02 -0.61 1.39
Br3 -3.60 5.95 -0.22
Br4 7.48 -2.92 3.82
Br5 -0.27 9.58 -0.42
Br6 -4.50 -5.18 3.31
Br7 -2.07 -4.48 7.74
Br8 -2.69 4.80 -3.61
Br9 -5.38 3.33 6.14
Br10 -5.17 -7.73 0.72
Br11 -1.17 -5.63 4.35
Br12 -3.84 5.64 3.71
S1 4.51 -0.28 1.16
P1 -1.19 2.35 0.10
O1 -0.86 -2.97 -1.22
O2 -0.36 3.61 -0.76
O3 -0.58 -0.58 3.07
O4 0.63 0.11 0.09
O5 -0.28 -2.51 1.71
O6 -0.36 -1.02 -2.45
N1 2.74 -2.90 -5.10
C1 -1.50 -4.28 -1.14
C2 -0.60 0.57 -0.37
C3 -0.18 11.21 -1.49
C4 2.69 0.05 1.37
C5 -1.56 -0.10 -5.43
C6 9.36 -0.82 3.29
C7 -0.96 -2.32 -2.52
C8 -3.76 -7.66 2.07
C9 -1.63 -0.33 0.64
C10 -2.64 6.88 -1.64
C11 -0.80 -1.11 1.84
C12 3.94 -3.13 1.07
C13 -1.03 1.26 -3.05
C14 -0.09 -3.14 -3.70
C15 0.46 1.51 -3.68
C16 -1.70 -3.86 4.97
C17 2.72 -0.20 -1.25
C18 -4.28 -7.12 3.38
C19 -2.92 -4.16 -0.26
C20 -1.11 0.08 -1.89
C21 9.32 -2.28 3.70
C22 -3.23 6.58 -3.00
C23 -1.56 11.68 -1.89
C24 1.91 0.59 -0.02
C25 -1.11 -3.55 6.33
C26 -3.54 3.98 6.02
C27 -2.14 0.80 -4.21
C28 4.78 -1.97 1.94
C29 -3.50 5.43 5.62
C30 2.33 2.14 -0.12
C31 1.22 -3.93 -3.17
C32 2.68 -3.28 -3.64
C33 -3.92 -2.36 -3.33
C34 -2.50 -2.41 -3.14
H1 -4.23 6.05 6.14
H2 -2.50 5.85 5.78
H3 0.34 2.19 -4.66
H4 1.01 0.53 -4.06
H5 -2.75 7.95 -1.41
H6 4.31 -4.22 1.36
H7 4.17 -2.98 -0.07
H8 10.36 -0.40 3.45
H9 -2.27 -0.06 -1.77
H10 0.31 11.94 -0.85
H11 1.31 -4.12 -2.02
H12 -2.79 -3.84 4.96
H13 -2.56 1.81 -4.70
H14 3.00 -2.38 -2.96
H15 -0.47 -0.48 -5.36
H16 -1.31 -3.17 4.21
H17 -3.13 3.85 7.03
H18 2.79 -3.07 1.25
H19 -2.43 0.33 1.18
H20 0.60 -2.52 1.22
H21 9.73 -2.41 4.70
H22 -3.08 0.26 -3.76
H23 1.21 -5.02 -3.67
H24 -2.28 11.64 -1.07
H25 -1.59 6.60 -1.55
H26 -3.57 -7.30 4.19
H27 9.84 -2.93 3.01
H28 1.87 2.87 0.70
H29 0.47 10.99 -2.35
H30 -2.31 -1.02 -5.57
H31 2.51 0.94 2.15
H32 -1.52 12.70 -2.28
H33 -2.84 7.27 -3.75
H34 3.05 -1.89 -5.11
H35 -0.06 -3.84 6.41
H36 -1.66 0.52 -6.45
H37 -5.04 -2.30 -3.72
H38 3.73 0.36 -1.54
H39 2.17 2.68 -1.15
H40 3.49 -3.46 -5.56
H41 -0.80 -4.96 -0.45
H42 0.13 3.30 -1.56
H43 2.11 -0.88 1.84
H44 3.48 -4.15 -3.50
H45 1.22 2.07 -3.00
H46 2.10 -0.22 -2.26
H47 5.92 -2.23 1.82
H48 -3.78 -4.81 -0.74
H49 -1.22 -2.49 6.56
H50 -3.01 3.32 5.33
H51 -4.32 6.60 -3.01
H52 3.51 2.20 0.08
H53 -3.29 -3.04 -0.18
H54 2.91 -1.34 -0.99
H55 -2.20 -1.17 0.07
H56 -2.94 -7.07 1.65
H57 -1.63 -4.86 -2.14
H58 -5.25 -7.54 3.67
H59 8.62 -0.20 3.82
H60 -3.43 -8.70 2.19
H61 0.25 -2.32 -4.46
H62 -1.44 2.30 -2.72
H63 4.39 -2.04 3.05
H64 -0.81 -3.88 -4.29
H65 -2.71 -4.56 0.83